DFT (wB97M-V/def2-TZVPD) results for a structure of composition B2CsH8.

Structure (ORCA input):
```
! wB97M-V def2-TZVPD RIJCOSX def2/J DEFGRID3
* xyz -1 1
Cs 12.19308 -6.45334 1.80661
B 8.82625 -6.82961 1.56215
H 8.92074 -6.60424 0.51119
H 7.81567 -7.13430 1.78605
H 9.55083 -7.55295 1.90278
H 8.97213 -5.92826 2.13707
B 14.38696 -8.82886 2.41326
H 14.38554 -9.68432 3.07084
H 15.10227 -8.94710 1.61414
H 13.39493 -8.75929 1.99457
H 14.63983 -8.00158 3.05816
*
```

## Properties
lowest unoccupied orbital energy	0.073	Ha
HOMO	-5.612	eV

=====

DFT (wB97M-V/def2-TZVPD) results for a structure of composition C2H3LuO2.

Structure (ORCA input):
```
! wB97M-V def2-TZVPD RIJCOSX def2/J DEFGRID3
* xyz 2 1
C 3.13945 -4.08205 -0.05702
O 4.19758 -4.63334 -0.17255
H 2.62898 -3.43149 -0.87627
H 2.87166 -3.33522 0.79480
C 1.22953 -1.10366 -0.36412
O 2.02806 -0.35332 0.27017
Lu 0.88112 1.11321 -0.98080
H 0.89394 -2.02259 0.17179
*
```

## Properties
lowest unoccupied orbital energy	-0.467	Ha
HOMO	-15.650	eV

=====

DFT (wB97M-V/def2-TZVPD) results for a cluster of 13 separate species, C3H30O14 in total.

Structure (ORCA input):
```
! wB97M-V def2-TZVPD RIJCOSX def2/J DEFGRID3
* xyz 0 1
O 3.41112 -1.16952 2.19261
C 2.96000 -1.62963 1.17797
C 1.47979 -1.93487 1.02299
C 0.77639 -1.55845 -0.24007
O 0.72549 -0.12291 -0.31819
H 3.61827 -2.03178 0.39101
H 1.51297 -3.01906 1.19658
H 1.02495 -1.46578 1.89519
H 1.30672 -1.92988 -1.12769
H -0.23508 -1.93805 -0.35783
H 1.61235 0.22817 -0.25781
H 1.04739 1.86616 1.99203
H 0.03090 2.68598 1.07474
O 0.30719 2.47234 2.00099
H 0.04420 -0.66597 -3.43237
H 0.01791 -1.72850 -4.52820
O -0.27471 -1.57862 -3.60952
H -2.53754 1.72670 2.76416
H -1.03701 1.61886 2.67943
O -1.84398 1.05683 2.78648
H 4.75544 0.99594 0.80021
H 3.34675 0.95823 0.90437
O 4.01155 0.89682 0.18557
H -2.60167 -1.33376 -2.70358
H -2.47727 -2.02854 -3.97005
O -3.13087 -1.50440 -3.48189
H -1.70812 1.91860 -0.32774
H -0.39800 1.93847 -1.02322
O -0.95586 2.50596 -0.49582
H 2.82481 0.76642 3.13877
H 2.26505 2.28532 3.11886
O 2.60598 1.54206 2.60727
H -1.91521 -3.46374 1.37798
H -2.44659 -2.12686 1.55540
O -2.36289 -2.80520 0.85013
H -3.56681 -0.04883 -1.03927
H -2.52568 -0.42075 0.02484
O -2.98428 0.34462 -0.36344
H 0.19542 1.20681 -3.41196
H 0.71842 0.85767 -1.96522
O 0.95652 0.87238 -2.90940
H -1.77959 -0.60161 3.36436
H -0.53023 -1.55681 3.28638
O -1.49954 -1.53962 3.28492
H -2.32557 2.95950 -3.18277
H -1.01673 3.68443 -3.49937
O -1.40236 2.81487 -3.42784
*
```

## Properties
lowest unoccupied orbital energy	0.009	Ha
HOMO	-10.632	eV

=====

DFT (wB97M-V/def2-TZVPD) results for a structure of composition C13H19Br18NO3.

Structure (ORCA input):
```
! wB97M-V def2-TZVPD RIJCOSX def2/J DEFGRID3
* xyz 0 1
C 2.25473 -2.78899 3.41317
C 1.93542 -1.29631 3.22474
C 0.71257 -0.97784 2.33152
C -0.42875 -1.93438 2.70924
N -1.76292 -1.51925 2.22361
C -2.71245 -1.22489 3.30791
C 0.97898 -0.76837 0.83718
O 0.42613 0.50551 0.47927
C -0.07046 1.06828 1.61734
O -0.80722 1.99141 1.73092
O 0.42602 0.39428 2.69219
H 1.51865 -3.31916 4.01764
H 3.21225 -2.87077 3.93413
H 2.33378 -3.28982 2.44286
H 2.78739 -0.72194 2.85102
H 1.69947 -0.87239 4.20666
H -0.20116 -2.91449 2.27779
H -0.38571 -2.05066 3.79903
H -2.13635 -2.35110 1.76318
H -3.66968 -1.69005 3.04426
H -2.92824 -0.15666 3.40059
H -2.40659 -1.60377 4.28911
H 2.02970 -0.69657 0.53554
H 0.56037 -1.58341 0.23990
C -2.78071 0.36988 -2.69824
Br -2.50205 -1.19420 -3.79607
Br -2.03745 1.95723 -3.51026
Br -4.64253 0.61266 -2.25687
H -2.25461 0.20169 -1.77123
C -4.04255 4.05515 -0.57657
Br -5.15896 3.36424 0.83139
Br -4.95981 5.38309 -1.63312
Br -2.36468 4.72451 0.10307
H -3.81161 3.22911 -1.23556
C -0.05250 5.46398 -4.65609
Br -0.39576 4.04553 -5.91735
Br -1.15164 5.27790 -3.08303
Br 1.84131 5.61225 -4.26440
H -0.33878 6.39005 -5.13337
C -1.92818 -5.21474 0.22773
Br -0.83556 -5.54325 1.78431
Br -3.61753 -4.43847 0.70814
Br -1.04665 -4.09437 -1.06482
H -2.10920 -6.17243 -0.23873
C 5.44356 3.86837 -2.44431
Br 5.19749 4.38175 -4.29429
Br 4.64169 2.17421 -2.02549
Br 7.30684 3.92413 -1.95187
H 4.92871 4.60206 -1.84064
C 2.68677 -2.52094 -2.23939
Br 2.47926 -3.92685 -0.93394
Br 1.09413 -1.43984 -2.38491
Br 4.21410 -1.42748 -1.87280
H 2.83101 -2.99386 -3.20009
*
```

## Properties
lowest unoccupied orbital energy	-0.017	Ha
HOMO	-9.328	eV

=====

DFT (wB97M-V/def2-TZVPD) results for an isolated molecule of C2H2N2O.

Structure (ORCA input):
```
! wB97M-V def2-TZVPD RIJCOSX def2/J DEFGRID3
* xyz 0 1
N -2.75962 -0.25839 0.18080
C -1.66036 -0.12099 -0.05401
C -0.23179 0.34685 -0.16644
N 0.62559 -0.53071 -0.21439
O 1.83919 -0.01479 0.22890
H -0.14916 1.43062 -0.06329
H 2.33615 -0.85257 0.08843
*
```

## Properties
lowest unoccupied orbital energy	0.008	Ha
structure (SMILES)	N#C/C=N/O
HOMO	-10.846	eV

=====

DFT (wB97M-V/def2-TZVPD) results for a cluster of 2 separate species, C21H25NO3S in total.

Structure (ORCA input):
```
! wB97M-V def2-TZVPD RIJCOSX def2/J DEFGRID3
* xyz 0 1
C -2.76709 -3.35245 2.02446
C -3.53842 -2.25284 1.27531
C -2.51332 -1.19534 0.86158
N -1.19588 -1.80052 1.12192
C -0.08529 -1.11010 0.94462
C 1.20914 -1.71479 1.10646
C 1.47812 -2.99468 0.54616
C 2.66631 -3.65275 0.83693
C 3.65330 -3.02077 1.61163
C 3.43634 -1.71852 2.07833
C 2.23270 -1.07245 1.84042
C -1.27628 -3.12526 1.73972
H -2.94214 -3.27572 3.10117
H -3.06810 -4.35242 1.70749
H -4.02208 -2.65953 0.38361
H -4.30889 -1.80084 1.90155
H -2.58454 -0.90968 -0.19659
H -2.62686 -0.27541 1.45748
H -0.23425 -0.01585 0.85335
H 0.73595 -3.45674 -0.10500
H 2.82416 -4.66512 0.46479
H 4.58940 -3.54161 1.83920
H 4.21552 -1.20701 2.64402
H 2.05394 -0.06889 2.22215
H -0.67350 -3.20000 2.65867
H -0.90904 -3.90823 1.06089
C 1.25521 0.07906 -5.19676
C 0.64912 -0.35324 -3.88294
O 1.12168 0.55291 -2.84656
C 0.42572 0.48240 -1.67327
C 1.18379 1.09136 -0.59094
S 0.50064 1.86352 0.72090
C -0.19713 3.46777 0.35662
C -1.58191 3.60659 0.15718
C -2.13780 4.88309 0.04147
C -1.31405 6.01179 0.10195
C 0.06563 5.86887 0.27692
C 0.62293 4.59671 0.41793
O 1.55892 2.15076 1.71982
O -0.67230 -0.07123 -1.58347
H 1.13413 -0.72304 -5.92713
H 0.72856 0.95826 -5.58307
H 2.32018 0.31573 -5.09915
H -0.44438 -0.32575 -3.93116
H 0.98009 -1.36728 -3.61941
H 2.21496 1.34828 -0.79110
H -2.20221 2.70982 0.11278
H -3.21893 4.98482 -0.08407
H -1.75340 7.00696 0.02629
H 0.72090 6.73903 0.31758
H 1.69044 4.47032 0.57929
*
```

## Properties
lowest unoccupied orbital energy	-0.028	Ha
HOMO	-6.661	eV

=====

DFT (wB97M-V/def2-TZVPD) results for an isolated molecule of C3H4ClNO2.

Structure (ORCA input):
```
! wB97M-V def2-TZVPD RIJCOSX def2/J DEFGRID3
* xyz 0 1
C -1.37462 -1.14463 -0.06105
C 0.62176 0.60533 -0.64408
C 0.79648 -0.32929 0.58443
N -0.68360 1.12048 -0.86939
O -2.36460 -1.75938 -0.25883
O -0.22296 -1.29107 0.51217
Cl -1.29448 2.01134 0.38307
H 1.33122 1.48300 -0.42693
H 0.73857 -0.09644 -1.47192
H 1.69594 -0.86756 0.61316
H 0.75631 0.26822 1.63937
*
```

## Properties
lowest unoccupied orbital energy (alpha / beta)	-0.005 / -0.024	Ha
HOMO (alpha / beta)	-9.022 / -8.235	eV

=====

DFT (wB97M-V/def2-TZVPD) results for an isolated molecule of C4H4O.

Structure (ORCA input):
```
! wB97M-V def2-TZVPD RIJCOSX def2/J DEFGRID3
* xyz 0 1
C -0.14339 -0.39131 -2.12916
C -0.01623 -0.49439 -0.94165
C 0.16889 -0.55915 0.55685
C 0.00934 0.88285 1.03182
O 0.67256 1.79222 0.68315
H -0.36701 0.04316 -3.05715
H -0.73720 -1.27994 0.97332
H 1.08702 -0.99805 1.00671
H -0.67399 1.00461 1.87611
*
```

## Properties
lowest unoccupied orbital energy	0.031	Ha
structure (SMILES)	C#CCC=O
HOMO	-9.980	eV

=====

Number 1: DFT total energy -2027.5299 eV, largest force on an atom 4.659 eV/A. Number 2: DFT total energy -39812.6463 eV, largest force on an atom 5.100 eV/A. Number 3: DFT total energy -32263.0678 eV, largest force on an atom 1.496 eV/A. Number 4: DFT total energy -1282184.5581 eV, largest force on an atom 1.486 eV/A. Number 5: DFT total energy -7131.1228 eV, largest force on an atom 5.035 eV/A. Number 6: DFT total energy -40647.2446 eV, largest force on an atom 2.133 eV/A. Number 7: DFT total energy -21278.7375 eV, largest force on an atom 4.187 eV/A. Number 8: DFT total energy -6257.1735 eV, largest force on an atom 3.284 eV/A.